Entry 1:
DFT (ωB97M-V/def2-TZVPD) results for a 2-piece molecular cluster, C5H16N3 overall.

```
24
Properties=species:S:1:pos:R:3:lowdin_charge:R:1
C 0.72918 -1.54005 0.78462 -0.032
C -0.53169 -1.95558 0.03227 -0.363
C -1.42757 -0.81114 -0.40119 -0.048
N -0.09440 -2.72568 -1.22840 0.212
H 1.14549 -2.40929 1.28474 0.089
H 1.47620 -1.14339 0.09835 0.090
H 0.49053 -0.76903 1.50540 0.069
H -1.08834 -2.69289 0.60364 0.147
H -0.88928 -0.16162 -1.09254 0.077
H -1.63401 -0.20425 0.47854 0.078
H -2.34753 -1.16838 -0.85936 0.091
H 0.19826 -3.68094 -1.02177 0.173
H -0.86854 -2.77672 -1.89199 0.166
H 0.68550 -2.24858 -1.68413 0.166
C 0.31400 2.47864 -0.31995 -0.230
C 0.51609 2.32698 0.97546 -0.208
N -0.40818 1.65086 1.84341 0.001
N 1.20436 3.19728 -1.16546 0.020
H -0.58629 2.08275 -0.78294 0.093
H 1.40224 2.74674 1.44236 0.112
H -1.17006 2.26026 2.11439 0.084
H 0.06767 1.39203 2.69803 0.071
H 0.76154 3.45736 -2.03489 0.070
H 2.05485 2.69463 -1.37861 0.073
```

## Properties
charge: +1
E_HOMO: -10.96 eV
orbital gap: 7.47 eV

***

Entry 2:
DFT (ωB97M-V/def2-TZVPD) results for C3H3F2I in the gas phase.

```
9
Properties=species:S:1:pos:R:3:lowdin_charge:R:1
C -0.07833 1.58012 0.30708 -0.067
C 0.46171 0.40563 -0.06588 -0.735
I 2.41337 0.09448 -0.53202 0.907
C -0.41501 -1.23553 -0.11053 -0.378
F -1.72342 -1.21337 0.06702 0.070
F -0.23751 -1.76933 -1.35137 0.003
H 0.61093 2.38297 0.25903 0.031
H -1.00219 1.66335 0.78513 0.045
H -0.02955 -1.90832 0.64155 0.125
```

## Properties
SMILES: C=C(I)C(F)F
E_HOMO: -9.39 eV
orbital gap: 9.90 eV

***

Entry 3:
DFT (ωB97M-V/def2-TZVPD) results for a 2-piece molecular cluster, C4H11N4 overall.

```
19
Properties=species:S:1:pos:R:3:lowdin_charge:R:1
C -1.04238 1.52465 -0.69006 0.022
C -2.17382 0.87714 -0.27606 -0.022
C 0.02552 0.58976 -0.71994 -0.363
C 0.19829 -1.97366 -0.23259 0.054
N -0.51035 -0.62037 -0.40984 -0.070
N 1.27072 0.69483 -1.09954 0.169
N 1.43781 0.45766 1.52141 0.040
N -1.84538 -0.42597 -0.16200 0.074
H -0.97674 2.60590 -0.90847 0.135
H -3.08990 1.23136 0.09697 0.129
H 0.14540 -2.58185 -1.11695 0.081
H 1.24741 -1.71692 -0.00150 0.073
H -0.33810 -2.47453 0.70749 0.143
H 1.86962 -0.14909 -1.15950 0.135
H 1.60257 1.43519 -1.66343 0.121
H 1.22226 -0.29628 2.17718 0.045
H 0.79526 1.14932 1.82668 0.024
H 2.38168 0.78381 1.63481 0.042
H -2.21987 -1.11098 0.47532 0.168
```

## Properties
charge: +1
E_HOMO: -13.11 eV
orbital gap: 10.22 eV

***

Entry 4:
DFT (ωB97M-V/def2-TZVPD) results for a 9-piece molecular cluster, C31H61Cl16FNO2 overall.

```
112
Properties=species:S:1:pos:R:3:lowdin_spin:R:1
C -0.94815 2.75581 -3.76579 0.000
C -2.11152 2.59080 -2.79448 0.000
C -1.78168 1.61215 -1.67108 0.002
C -2.98383 1.29572 -0.77950 0.000
O -3.29229 -0.09503 -0.77613 0.006
C -3.01833 -0.85612 0.40202 0.001
C -4.18703 -0.74150 1.40372 0.000
C -4.53998 0.62162 1.94721 0.000
F -3.46407 1.21659 2.61814 0.000
C -1.68325 -0.52554 1.07552 0.000
C -0.41142 -1.11869 0.42223 0.027
C 0.19273 -2.20137 1.31269 0.021
C 0.63655 -0.03007 0.24891 0.001
N -0.72114 -1.68497 -0.91947 0.397
O 0.29657 -1.95688 -1.63952 0.491
C -1.86463 -2.62891 -1.08782 0.025
C -1.39830 -4.07909 -0.92708 0.016
C -2.37746 -2.48493 -2.52456 0.006
C -2.95344 -2.31642 -0.04796 -0.001
H 0.00317 2.81105 -3.22725 0.000
H -0.89459 1.90637 -4.45356 0.000
H -1.04034 3.66901 -4.35821 0.000
H -2.35756 3.56676 -2.36092 0.000
H -2.99134 2.23495 -3.33686 0.000
H -0.97591 2.05217 -1.08286 0.000
H -1.41044 0.67298 -2.09283 0.001
H -3.85504 1.82570 -1.18182 0.000
H -2.83151 1.67513 0.23388 0.000
H -3.95848 -1.40266 2.24746 0.000
H -5.09083 -1.12922 0.92026 0.000
H -5.35993 0.52042 2.66582 0.000
H -4.89529 1.29619 1.16462 0.000
H -1.75012 -0.95574 2.07934 0.000
H -1.56870 0.54735 1.22367 0.000
H 1.07771 -2.63581 0.84528 0.002
H -0.51915 -2.98448 1.58290 0.000
H 0.51514 -1.72871 2.24616 0.002
H 0.72977 0.52502 1.18588 0.000
H 1.60916 -0.46051 0.01940 -0.001
H 0.37187 0.64370 -0.56318 0.000
H -1.13680 -4.33369 0.10185 0.000
H -2.22455 -4.73118 -1.22596 0.001
H -0.55503 -4.27681 -1.58870 0.002
H -2.55108 -1.44365 -2.78829 0.000
H -3.31674 -3.02829 -2.64418 0.000
H -1.63244 -2.89228 -3.20942 0.000
H -2.79846 -2.93048 0.84595 0.000
H -3.92119 -2.60013 -0.47163 0.000
Cl 3.22621 1.38734 -2.10572 0.000
C 4.75809 2.12510 -1.58200 0.000
C 5.24728 1.56075 -0.27137 0.000
Cl 4.20309 2.02395 1.10183 0.000
H 4.59810 3.19924 -1.51917 0.000
H 5.49414 1.92414 -2.35884 0.000
H 6.24105 1.95268 -0.05765 0.000
H 5.28772 0.47632 -0.29028 0.000
Cl 1.32778 -3.63637 4.71075 0.000
C 0.85662 -5.33101 4.42259 0.000
C 1.71852 -5.98892 3.37603 0.000
Cl 1.42769 -5.31791 1.75212 0.000
H -0.19162 -5.34236 4.13416 0.000
H 0.97086 -5.85490 5.37057 0.000
H 1.48585 -7.05175 3.33044 0.000
H 2.77460 -5.86342 3.60287 0.000
Cl -3.25843 -3.32461 -5.81583 0.000
C -3.35795 -2.11940 -7.12367 0.000
C -2.72886 -0.80997 -6.72228 0.000
Cl -3.67213 0.01005 -5.45284 0.000
H -4.40751 -1.98852 -7.37478 0.000
H -2.83264 -2.53229 -7.98336 0.000
H -2.69687 -0.14154 -7.58125 0.000
H -1.72091 -0.95660 -6.34138 0.000
Cl 6.18609 2.99433 -6.87187 0.000
C 4.63721 2.22882 -6.42572 0.000
C 3.60435 3.23705 -5.99290 0.000
Cl 4.02725 4.00350 -4.44246 0.000
H 4.83985 1.51370 -5.63230 0.000
H 4.27935 1.69576 -7.30484 0.000
H 2.65162 2.73115 -5.84555 0.000
H 3.48266 4.02688 -6.72973 0.000
Cl 6.85145 -0.95410 1.07598 0.000
C 6.75004 -2.50728 1.95438 0.000
C 5.53185 -3.31998 1.59233 0.000
Cl 4.01938 -2.56718 2.15146 0.000
H 6.75873 -2.27598 3.01645 0.000
H 7.64879 -3.06673 1.70017 0.000
H 5.60113 -4.29261 2.07833 0.000
H 5.45323 -3.46607 0.51768 0.000
Cl -4.66554 7.06135 1.91253 0.000
C -5.04519 5.52509 2.73625 0.000
C -4.61047 4.32603 1.93541 0.000
Cl -5.57778 4.12503 0.44644 0.000
H -6.11594 5.50993 2.92354 0.000
H -4.51441 5.53320 3.68680 0.000
H -4.74148 3.42340 2.52934 0.000
H -3.56713 4.40252 1.64175 0.000
Cl -0.84915 3.90142 0.85745 0.000
C 0.85186 4.12519 1.35354 0.000
C 1.47002 5.32227 0.67684 0.000
Cl 1.63066 5.08304 -1.08157 0.000
H 1.38203 3.20859 1.10345 0.000
H 0.86212 4.26624 2.43278 0.000
H 2.46883 5.49051 1.07600 0.000
H 0.86585 6.21322 0.82997 0.000
Cl 2.15107 -3.44863 8.65545 0.000
C 1.62326 -1.76336 8.90184 0.000
C 1.43686 -1.02640 7.60016 0.000
Cl 2.98237 -0.73606 6.76159 0.000
H 2.36529 -1.27561 9.52878 0.000
H 0.67455 -1.80250 9.43460 0.000
H 0.99467 -0.05160 7.79998 0.000
H 0.79335 -1.58052 6.92086 0.000
```

## Properties
spin multiplicity: 2
E_HOMO (spin up / spin down): -7.49 / -8.85 eV
orbital gap (spin up / spin down): 7.96 / 9.32 eV

***

In kJ/mol, the relative energy (zero: lowest compared OMol25 entry of this formula, charge and spin) values for the records above are, in order, 180.9 124.8 151.4 0.0.